160
Properties=species:S:1:pos:R:3:forces:R:3 method="wB97M-V/def2-TZVPD" gap_ev=7.51 charge=+1
C 8.84783 0.68301 -0.29196 0.17 0.04 -0.09
O 7.76578 0.90543 -1.17720 -0.09 -0.33 -0.02
C 6.53853 1.03569 -0.46665 0.19 0.84 -0.01
C 5.77761 2.28359 -0.96850 0.01 -0.73 -0.15
C 4.86365 1.82564 -2.11970 0.51 0.92 -0.23
C 4.12784 2.98773 -2.80516 -0.95 -0.26 0.50
C 2.69035 3.17763 -2.21121 1.25 0.46 -0.31
C 2.37881 4.67407 -2.09804 -0.66 -0.30 -0.39
C 0.99299 5.01274 -1.49062 0.94 -0.01 0.01
C 0.53191 4.07699 -0.35095 -0.62 0.29 -0.08
C -0.76154 3.29887 -0.70849 0.49 0.14 0.37
C -1.69707 3.06126 0.50836 0.16 0.51 -1.19
C -3.17838 3.19117 0.07375 -0.06 -0.19 1.02
N -3.99267 1.99836 0.32994 0.20 0.35 -0.33
C -4.10906 1.03296 -0.55101 -0.70 -1.31 0.25
N -4.88628 -0.07574 -0.37084 0.16 -0.10 -0.80
C -4.74846 -0.77276 -1.49563 0.17 0.82 0.76
N -3.91504 -0.16996 -2.34602 -0.48 -1.13 -0.40
N -3.50534 0.95834 -1.74580 0.55 1.41 0.48
H 9.71592 0.33645 -0.85308 -0.12 0.06 -0.16
H 8.60724 -0.08398 0.44959 0.05 0.09 0.07
H 9.11653 1.61973 0.20870 0.02 -0.13 0.19
H 5.91110 0.15638 -0.65106 0.11 -0.13 0.14
H 6.77568 1.08854 0.59815 -0.30 0.08 0.06
H 6.49891 3.01077 -1.34973 0.07 -0.08 0.06
H 5.22927 2.76556 -0.15681 -0.18 -0.16 -0.02
H 5.52000 1.35804 -2.85867 -0.13 -0.32 0.12
H 4.15548 1.09956 -1.71318 0.00 -0.12 -0.26
H 4.67141 3.92028 -2.63767 0.17 -0.08 -0.17
H 4.03972 2.82600 -3.88106 0.16 0.07 0.00
H 1.98039 2.68985 -2.88511 -0.19 -0.09 0.23
H 2.70911 2.67042 -1.24477 -0.32 0.10 -0.01
H 3.18914 5.20055 -1.59064 -0.06 -0.18 0.26
H 2.38085 5.06584 -3.12208 0.12 0.11 0.09
H 0.27845 5.06140 -2.31737 -0.19 -0.25 0.18
H 1.05363 6.03470 -1.10645 -0.10 -0.04 -0.03
H 0.30202 4.70878 0.51256 -0.03 -0.10 0.01
H 1.31574 3.39757 -0.01999 0.02 0.01 -0.08
H -0.49826 2.35573 -1.20306 -0.03 -0.03 0.00
H -1.27129 3.91278 -1.45795 -0.20 -0.06 0.11
H -1.47970 3.86227 1.21390 -0.10 -0.15 0.18
H -1.49364 2.10930 0.99684 -0.13 0.01 0.03
H -3.63191 3.99942 0.64666 -0.14 -0.03 -0.16
H -3.29723 3.45056 -0.97928 0.11 0.04 -0.01
H -4.53188 1.88140 1.17117 0.03 0.06 0.11
H -5.24613 -1.70381 -1.70782 0.08 -0.09 -0.15
H -3.62011 -0.45348 -3.26943 0.13 0.11 -0.09
H -2.85275 1.62332 -2.12944 0.14 -0.19 -0.34
O -1.77617 -1.62866 -7.30911 0.03 0.09 0.19
C -2.82943 -1.08474 -7.48771 -0.05 -0.42 -0.35
O -3.24098 -0.16386 -6.58983 0.19 0.32 0.50
C -4.38892 0.67012 -6.79152 -0.16 0.04 -0.04
C -5.64842 -0.02099 -6.32318 -0.04 -0.15 0.07
C -3.74047 -1.45391 -8.63118 0.03 0.43 -0.31
H -4.46086 1.00970 -7.82077 -0.04 -0.11 -0.03
H -4.20996 1.55734 -6.18168 0.13 -0.04 0.02
H -5.85919 -0.92385 -6.89474 0.00 0.07 -0.11
H -6.50886 0.64169 -6.40660 0.01 0.01 -0.01
H -5.53138 -0.32679 -5.27866 -0.08 0.06 0.03
H -4.34585 -2.31058 -8.33677 -0.01 0.00 0.01
H -3.12135 -1.73596 -9.47918 0.06 -0.17 0.11
H -4.39102 -0.64513 -8.96067 -0.11 -0.08 0.12
O 10.09529 0.07757 3.29539 -0.09 0.04 -0.10
C 10.90036 0.95921 3.41826 0.18 -0.20 0.20
O 11.11713 1.79093 2.38431 -0.29 0.11 -0.27
C 11.89406 2.98782 2.47726 0.26 0.09 0.02
C 13.36980 2.71583 2.27380 0.04 -0.15 0.05
C 11.72946 1.10317 4.67136 -0.21 0.35 0.24
H 11.69279 3.50810 3.41496 0.02 -0.06 0.04
H 11.52733 3.63090 1.67860 -0.11 -0.09 -0.02
H 13.76863 2.06073 3.04857 0.00 0.07 0.05
H 13.93527 3.64787 2.28673 -0.02 0.01 -0.01
H 13.53262 2.22056 1.31658 -0.03 0.06 -0.03
H 12.59894 0.45188 4.59522 0.02 0.01 -0.01
H 11.12455 0.78539 5.51725 0.02 -0.18 -0.07
H 12.05583 2.12087 4.87388 0.14 -0.05 -0.10
O -6.17109 1.14875 -9.31973 0.06 -0.04 0.03
C -6.25202 1.98175 -10.18763 -0.28 0.17 0.03
O -5.13390 2.58858 -10.59990 0.30 -0.21 0.01
C -5.07589 3.44808 -11.74721 -0.03 0.30 -0.16
C -5.45088 4.87296 -11.39975 -0.11 -0.02 0.16
C -7.58401 2.40647 -10.75055 -0.04 -0.27 -0.38
H -5.67894 3.04503 -12.56113 -0.06 -0.02 0.06
H -4.04035 3.41132 -12.07975 0.03 -0.11 0.11
H -6.48019 4.94437 -11.04735 -0.03 0.00 -0.09
H -5.34034 5.51858 -12.27059 0.02 -0.01 -0.01
H -4.80911 5.24802 -10.60235 0.06 0.00 -0.06
H -8.00927 3.17566 -10.10731 0.01 0.03 0.00
H -8.24467 1.54279 -10.75146 0.00 0.02 0.19
H -7.53575 2.77468 -11.77209 0.03 0.16 0.08
O 3.92866 1.41340 1.76492 -0.05 0.12 -0.14
C 3.20028 0.50316 1.48456 0.07 -0.10 0.50
O 2.43344 0.61482 0.37586 -0.05 0.19 -0.37
C 1.67604 -0.46590 -0.16707 -0.10 -0.09 0.00
C 0.31396 -0.57783 0.48677 -0.04 0.03 0.14
C 3.05395 -0.70527 2.37210 0.26 -0.33 -0.28
H 2.23817 -1.39854 -0.11594 -0.02 0.00 0.07
H 1.55810 -0.23148 -1.22516 0.10 0.10 0.00
H 0.39570 -0.79682 1.55124 0.01 -0.07 -0.02
H -0.27196 -1.36895 0.01675 0.01 -0.03 -0.01
H -0.22708 0.36644 0.39120 0.04 -0.01 -0.08
H 2.32859 -0.48458 3.15432 0.03 -0.01 0.04
H 4.01565 -0.90610 2.83711 -0.05 0.18 0.16
H 2.75928 -1.61117 1.84626 -0.16 0.06 0.03
O -7.39668 -6.09754 -0.50785 0.13 0.08 -0.02
C -7.75987 -5.02578 -0.11582 -0.30 -0.23 0.20
O -6.83608 -4.06133 0.08402 0.42 0.17 -0.29
C -7.16091 -2.69833 0.35386 -0.29 0.10 0.20
C -7.39819 -2.45866 1.82925 -0.04 -0.08 0.08
C -9.20210 -4.75577 0.23774 -0.14 0.26 -0.35
H -8.00047 -2.36746 -0.26185 -0.08 -0.08 0.06
H -6.30414 -2.11287 0.03091 0.09 -0.18 0.10
H -8.25310 -3.02696 2.19422 -0.05 0.06 -0.03
H -7.57988 -1.40083 2.02149 0.00 0.00 -0.01
H -6.52965 -2.77666 2.40585 0.04 0.05 -0.04
H -9.38102 -5.08221 1.26124 0.01 0.01 0.02
H -9.83074 -5.33780 -0.43206 0.06 -0.15 0.09
H -9.49989 -3.71470 0.13246 0.04 0.01 0.17
O 3.54279 -1.33357 6.56766 -0.11 0.06 -0.15
C 4.36148 -0.46735 6.71947 0.29 -0.24 0.27
O 4.60569 0.37100 5.69395 -0.34 0.13 -0.35
C 5.39976 1.55401 5.80234 0.29 0.11 0.01
C 6.87413 1.25922 5.61628 0.03 -0.16 0.04
C 5.17352 -0.35157 7.98491 -0.31 0.51 0.11
H 5.19454 2.07282 6.74043 0.02 -0.08 0.05
H 5.05416 2.20580 5.00081 -0.10 -0.11 -0.04
H 7.25189 0.59445 6.39352 0.00 0.06 0.05
H 7.45352 2.18318 5.64095 -0.02 0.01 -0.01
H 7.04400 0.76586 4.65902 -0.01 0.07 -0.03
H 6.03479 -1.01436 7.91719 0.00 -0.01 0.01
H 4.55784 -0.66217 8.82382 0.12 -0.25 -0.24
H 5.51072 0.66199 8.19736 0.18 -0.05 -0.14
O -10.49864 -12.22117 -2.56639 -0.03 0.02 -0.11
C -10.29227 -11.09575 -2.21036 0.20 -0.15 0.25
O -10.26498 -10.11310 -3.13064 -0.22 0.05 -0.30
C -10.22007 -8.72539 -2.79647 0.17 0.17 0.06
C -8.80201 -8.24471 -2.56886 0.03 -0.16 -0.03
C -9.98059 -10.76788 -0.76948 -0.40 0.18 0.18
H -10.87153 -8.51113 -1.94699 0.03 -0.05 0.04
H -10.64970 -8.20990 -3.65469 -0.04 -0.13 -0.06
H -8.33575 -8.75028 -1.72426 -0.03 0.09 0.07
H -8.78388 -7.17353 -2.37457 0.02 0.00 0.03
H -8.18968 -8.45229 -3.44700 -0.06 0.03 -0.04
H -8.91538 -10.91471 -0.59718 0.02 0.02 -0.01
H -10.53803 -11.45486 -0.13743 0.12 -0.14 -0.07
H -10.25946 -9.75923 -0.47220 0.17 0.03 -0.04
O 4.26892 -1.64081 10.63668 0.06 0.02 0.20
C 3.84987 -0.79264 11.37704 -0.29 -0.29 0.20
O 4.72271 -0.06733 12.09596 0.32 0.13 -0.17
C 4.34978 1.08250 12.86080 -0.11 0.09 0.23
C 3.87037 0.70332 14.24619 -0.06 -0.15 0.00
C 2.36875 -0.58578 11.57806 -0.12 0.40 -0.28
H 3.62046 1.68730 12.31966 -0.04 -0.06 0.00
H 5.25550 1.68183 12.93783 0.07 -0.09 -0.09
H 2.97120 0.08821 14.20632 -0.04 0.07 -0.01
H 3.65078 1.59625 14.83190 0.01 0.01 -0.01
H 4.63516 0.12433 14.76357 0.04 0.06 -0.01
H 2.01519 -1.28608 12.33337 0.01 0.00 0.02
H 1.86588 -0.79885 10.63734 0.06 -0.19 0.03
H 2.09641 0.42703 11.86680 0.02 -0.07 0.17